one | A structure of composition C34H57HoN3O2SSi, computed with ωB97M-V with the def2-TZVPD basis set.

Properties
HOMO energy (spin up / spin down): -10.90 / -10.92 eV
Net charge: +1
2S+1: 5
⟨S²⟩: 6.00

XYZ file:
```
99
Properties=species:S:1:pos:R:3:lowdin_spin:R:1
O -2.8818 -2.2989 -0.3367 0.000
O -2.0322 -4.4167 -0.3083 0.000
C -3.7240 -1.6774 0.6369 0.000
C -4.2881 -0.3592 0.1973 0.000
H -3.0740 -1.5280 1.4973 0.000
H -4.4968 -2.4071 0.9099 0.000
H -3.5363 0.4411 0.1246 0.000
H -5.0005 -0.0607 0.9628 0.000
H -4.8357 -0.4113 -0.7461 0.000
C -2.7668 -1.6754 -1.6689 0.000
C -3.8490 -2.3811 -2.4577 0.000
H -1.7685 -1.8101 -2.1097 0.000
H -2.8987 -0.5944 -1.5267 0.000
H -3.7125 -3.4689 -2.3199 0.000
H -3.8854 -2.1693 -3.5433 0.000
H -4.8098 -2.1227 -1.9907 0.000
C -1.0941 -5.2485 -1.0070 0.000
C -3.2673 -5.1175 0.0708 0.000
C -1.0517 -4.8752 -2.4769 0.000
H -1.3940 -6.3127 -0.8594 0.000
H -0.1185 -5.0647 -0.5286 0.000
H -2.0244 -5.0947 -2.9508 0.000
H -0.2782 -5.5016 -2.9470 0.000
H -0.7924 -3.8101 -2.6462 0.000
C -3.9770 -5.8566 -1.0696 0.000
H -3.9323 -4.3600 0.5092 0.000
H -2.9874 -5.8325 0.8819 0.000
H -4.2372 -5.1843 -1.9074 0.000
H -4.9087 -6.2544 -0.6124 0.000
H -3.3593 -6.7030 -1.4223 0.000
H -1.6427 -2.8803 0.2600 0.000
N 0.2298 1.2396 -0.7443 -0.008
C 1.3343 1.9993 -0.9406 0.001
C 2.6748 1.5340 -0.9448 0.000
C 3.1574 0.2151 -0.9007 0.000
C 1.1903 3.4686 -1.2536 0.000
H 0.4124 3.9733 -0.6750 0.000
H 0.9965 3.6469 -2.3180 0.000
H 2.1397 3.9510 -1.0148 0.000
C 4.5665 -0.1870 -1.1887 0.000
H 4.5620 -0.9190 -2.0144 0.000
H 4.9853 -0.6849 -0.2964 0.000
H 5.1715 0.6858 -1.4517 0.000
N 2.3642 -0.8022 -0.5346 -0.009
C -1.0159 1.7500 -1.2893 0.000
C -1.9339 2.4480 -0.4760 0.000
C -1.6262 2.6913 0.9554 0.000
C -3.1207 2.9362 -1.0346 0.000
H -3.8393 3.4379 -0.3840 0.000
C -3.3817 2.8081 -2.3974 0.000
H -4.3159 3.1815 -2.8203 0.000
C -2.4321 2.2134 -3.2233 0.000
H -2.5911 2.1415 -4.3013 0.000
C -1.2465 1.7015 -2.6855 0.000
C -0.2026 1.1432 -3.6103 0.000
C 2.6461 -2.2034 -0.5014 0.000
C 3.0813 -2.8135 0.7090 0.001
C 3.3961 -2.0014 1.9449 0.000
C 3.2114 -4.2006 0.7351 0.000
H 3.5780 -4.6799 1.6511 0.000
C 2.8826 -4.9641 -0.3839 0.000
H 2.9897 -6.0509 -0.3477 0.000
C 2.4400 -4.3537 -1.5582 0.000
H 2.2095 -4.9601 -2.4397 0.000
C 2.3053 -2.9728 -1.6364 0.000
C 1.7945 -2.3105 -2.8840 0.000
Ho 0.7020 -0.5493 0.8338 4.035
H -1.8710 1.8209 1.5690 0.000
H -2.2241 3.5256 1.3263 0.000
H -0.5761 2.9283 1.1256 0.000
H 0.2303 0.2069 -3.2208 0.000
H 0.6227 1.8593 -3.7846 0.000
H -0.6605 0.9299 -4.5914 0.000
H 4.2364 -2.4716 2.4804 0.000
H 2.5603 -1.9820 2.6761 0.000
H 3.6802 -0.9569 1.7422 0.000
H 2.2704 -1.3384 -3.0731 0.000
H 0.7022 -2.1422 -2.8569 0.000
H 1.9867 -2.9463 -3.7625 0.000
H 3.4357 2.3121 -1.0272 0.000
C -0.5540 -2.7812 1.1523 -0.005
Si -0.5529 -4.1364 2.4833 -0.001
H 0.3983 -2.7946 0.4934 -0.001
H -0.7944 -1.8944 1.8301 -0.001
C -2.2375 -4.1255 3.2972 0.000
C 0.6263 -3.5952 3.8376 0.000
C -0.0354 -5.8556 2.0773 0.000
H 0.1821 -6.3669 3.0229 0.000
H 0.8746 -5.9248 1.4764 0.000
H -0.8048 -6.4499 1.5799 0.000
H -2.4142 -3.1800 3.8244 0.000
H -2.2575 -4.9228 4.0493 0.000
H -3.0775 -4.2921 2.6170 0.000
H 0.5789 -2.5265 4.0666 0.000
H 1.6640 -3.8509 3.6141 0.000
H 0.3615 -4.1267 4.7576 0.000
S -0.1858 0.3682 3.1305 -0.006
C 1.2439 1.0002 2.5880 -0.001
N 2.2900 1.4425 2.1953 -0.004
```


two | A structure of composition C34H57HoN3O2SSi, computed with ωB97M-V with the def2-TZVPD basis set.

Properties
HOMO energy (spin up / spin down): -10.47 / -10.48 eV
Net charge: +1
2S+1: 5
⟨S²⟩: 6.00

XYZ file:
```
99
Properties=species:S:1:pos:R:3:lowdin_spin:R:1
O -1.8937 -1.7785 -0.8030 -0.005
O -1.0252 -2.8094 -5.1189 0.000
C -2.4616 -3.1942 -0.5413 0.000
C -3.7351 -3.0380 0.2469 0.000
H -1.6799 -3.7722 -0.0084 0.000
H -2.6338 -3.6453 -1.5238 0.000
H -3.5291 -2.5873 1.2213 0.000
H -4.2098 -4.0011 0.4233 0.000
H -4.4776 -2.4303 -0.2747 0.000
C -2.6065 -0.9783 -1.7928 0.000
C -3.5157 -1.7549 -2.7117 0.000
H -1.8554 -0.4251 -2.3865 0.000
H -3.1647 -0.2632 -1.2048 0.000
H -2.8986 -2.3122 -3.4128 0.000
H -4.1616 -1.0953 -3.2819 0.000
H -4.1877 -2.4471 -2.1962 0.000
C -0.5594 -1.6077 -5.6827 0.000
C -0.1887 -3.9464 -5.2067 0.000
C -1.7288 -0.9823 -6.4231 0.000
H 0.2782 -1.7743 -6.3757 0.000
H -0.2424 -0.9240 -4.8814 0.000
H -2.1104 -1.6598 -7.2005 0.000
H -1.4209 -0.0388 -6.8981 0.000
H -2.5591 -0.7729 -5.7312 0.000
C -0.7127 -4.8598 -6.3039 0.000
H -0.2419 -4.4573 -4.2345 0.000
H 0.8587 -3.6690 -5.4158 0.000
H -1.7888 -5.0296 -6.1658 0.000
H -0.1852 -5.8230 -6.2547 0.000
H -0.5393 -4.4230 -7.2949 0.000
H 0.8851 -2.6356 -0.7226 0.000
N 0.6495 -0.4700 2.0508 -0.010
C 1.8205 -0.1123 2.5933 0.001
C 2.8254 0.5514 1.8867 -0.001
C 2.6634 1.2539 0.6869 0.000
C 2.0515 -0.4207 4.0455 0.000
H 1.8923 -1.4862 4.2561 0.000
H 1.3992 0.1681 4.7134 0.000
H 3.0914 -0.1777 4.2944 0.000
C 3.8388 2.0754 0.1938 0.000
H 3.7443 3.1362 0.4877 0.000
H 3.9212 2.0337 -0.8984 0.000
H 4.7834 1.7130 0.6253 0.000
N 1.4950 1.2986 0.0245 -0.006
C -0.4320 -0.9851 2.8569 -0.001
C -0.6701 -2.3771 2.8748 -0.001
C 0.2376 -3.3402 2.1744 0.000
C -1.7908 -2.8447 3.5549 0.000
H -1.9949 -3.9165 3.5323 0.000
C -2.6033 -1.9687 4.2727 -0.001
H -3.4706 -2.3449 4.8112 0.000
C -2.2983 -0.6093 4.3315 0.000
H -2.8910 0.0882 4.9290 0.000
C -1.2144 -0.0973 3.6287 0.000
C -0.9459 1.3774 3.6549 0.000
C 1.2381 2.4786 -0.7300 0.000
C 1.2377 2.3667 -2.1313 0.000
C 1.4791 1.0166 -2.7516 0.000
C 1.0228 3.5052 -2.8994 0.000
H 1.0137 3.4125 -3.9890 0.000
C 0.8328 4.7421 -2.2872 0.000
H 0.6229 5.6206 -2.8903 0.000
C 0.8658 4.8529 -0.8955 0.000
H 0.7161 5.8209 -0.4014 0.000
C 1.0813 3.7341 -0.0954 0.000
C 1.1277 3.8422 1.3972 0.000
Ho -0.3716 -0.3238 0.0620 4.035
H -0.0965 -3.5498 1.1458 0.000
H 0.2238 -4.3112 2.6972 0.000
H 1.2806 -2.9971 2.1375 0.000
H 0.0729 1.6517 3.3610 0.000
H -1.1036 1.7627 4.6749 0.000
H -1.6394 1.9146 2.9905 0.000
H 1.8431 1.1070 -3.7853 0.000
H 0.5545 0.4031 -2.7709 0.000
H 2.2340 0.4469 -2.1917 0.000
H 0.2826 3.2958 1.8481 0.000
H 1.0450 4.8959 1.7035 0.000
H 2.0624 3.4494 1.8349 0.000
H 3.8001 0.5930 2.3544 0.000
C 0.8147 -3.0089 -1.7756 -0.001
Si 2.6538 -3.0595 -1.7706 0.000
H 0.1750 -3.9280 -1.8456 0.000
H 0.3526 -2.3026 -2.4973 0.000
C 2.8242 -4.8905 -1.5307 0.000
C 3.4111 -2.2534 -0.2409 0.000
C 3.2880 -2.1330 -3.2495 0.000
H 2.5198 -2.0470 -4.0356 0.000
H 4.1290 -2.7564 -3.5974 0.000
H 3.6373 -1.1284 -2.9663 0.000
H 2.3325 -5.1999 -0.5882 0.000
H 3.9083 -5.0799 -1.4846 0.000
H 2.3471 -5.4130 -2.3761 0.000
H 2.8468 -2.3188 0.7003 0.000
H 3.6580 -1.1917 -0.3548 0.000
H 4.3510 -2.7937 -0.0644 0.000
S -3.4265 3.3450 0.9480 -0.002
C -2.4047 2.2926 0.3903 0.000
N -1.6472 1.4189 0.0324 -0.008
```


The least stable of them is one.


one | A cluster of 2 separate species, C6H17NSi in total, computed with ωB97M-V with the def2-TZVPD basis set.

Properties
HOMO energy: -8.08 eV

XYZ file:
```
25
Properties=species:S:1:pos:R:3:mulliken_charge:R:1
C -2.2156 -0.5214 -1.4221 -1.850
C -2.8992 -0.0640 0.8505 -1.700
C 2.0965 -1.5765 0.2448 -1.755
C 2.8020 0.7080 -0.0956 -1.300
C -1.7064 -0.5855 0.0052 0.581
C 1.5983 -0.2991 -0.3617 0.693
N -0.0898 2.1209 0.0742 -0.448
Si -0.0793 0.4088 0.2866 -0.227
H -2.5562 0.5134 -1.7226 0.336
H -1.4837 -0.6677 -2.0892 0.541
H -2.9465 -1.1771 -1.7120 0.508
H -3.7160 -0.5874 0.5673 0.539
H -3.1888 1.0441 0.6614 0.302
H -2.6333 -0.0472 1.8417 0.465
H 1.2428 -2.4099 0.3503 0.259
H 2.7767 -2.1165 -0.3254 0.486
H 2.4654 -1.4832 1.1775 0.520
H 3.1993 1.2238 -1.0087 0.288
H 3.4818 0.0228 0.3502 0.430
H 2.4968 1.4773 0.6925 0.292
H -1.6425 -1.5908 0.1895 0.342
H 1.7066 -0.2587 -1.4867 0.272
H 0.7284 2.5433 -0.3380 0.247
H -0.2658 2.7459 0.8095 0.246
H 0.8285 0.5768 2.4609 -0.068
```


two | A structure of composition C6H17NSi, computed with ωB97M-V with the def2-TZVPD basis set.

Properties
HOMO energy: -8.48 eV

XYZ file:
```
25
Properties=species:S:1:pos:R:3:mulliken_charge:R:1
C -0.9261 -2.1269 -1.9375 -1.509
C 1.5894 -2.0379 -1.7051 -1.357
C 0.3611 2.2547 -0.7303 -0.496
C -1.4669 2.8894 3.1024 -0.960
C 0.0782 -1.6715 0.4626 -0.952
C 0.1799 -2.4234 -0.9692 0.618
N -0.1705 2.7815 0.5313 -0.204
Si 0.0670 2.2634 2.0367 0.348
H -1.8659 -1.6252 -1.6548 0.364
H -1.0821 -2.9779 -2.5275 0.403
H -0.6262 -1.4386 -2.6198 0.410
H 1.6919 -2.6814 -2.6024 0.368
H 2.4356 -2.2083 -1.1024 0.384
H 1.4810 -0.9852 -2.0255 0.304
H -0.5821 1.7081 -1.1099 0.136
H 0.6684 3.0599 -1.5171 0.258
H 1.3070 1.6503 -0.5307 0.190
H -1.3407 2.4273 4.1670 0.221
H -1.2057 3.9791 3.2613 0.243
H -2.4521 2.9329 2.8301 0.386
H 0.7651 -2.2671 1.2141 0.320
H -0.9502 -1.8212 0.7624 0.435
H 0.1431 -3.6090 -0.8579 0.253
H 0.7336 -0.4863 0.5702 -0.066
H 1.1670 2.4133 2.9520 -0.097
```


The least stable of them is two.


one | A structure of composition C2H4BrNO3, computed with ωB97M-V with the def2-TZVPD basis set.

Properties
HOMO energy: -10.62 eV

XYZ file:
```
11
Properties=species:S:1:pos:R:3:mulliken_charge:R:1
C 1.1127 -0.8770 -0.5533 -0.885
C -0.4309 -0.1477 0.3726 0.169
N -0.7232 1.1367 -0.3465 1.023
O -0.8166 1.0953 -1.5196 -0.480
O -0.6401 2.1136 0.3949 -0.677
O -0.2650 0.1306 1.7396 -0.442
Br -1.9297 -1.3667 0.0563 -0.102
H 1.2830 -1.5978 0.2673 0.335
H 0.7518 -1.3436 -1.4392 0.356
H 1.9868 -0.2205 -0.7562 0.293
H -0.3288 1.0772 1.7841 0.410
```


two | An isolated molecule of C2H4BrNO3, computed with ωB97M-V with the def2-TZVPD basis set.

Properties
HOMO energy: -10.57 eV
SMILES string: C[C@](O)(Br)[N+](=O)[O-]

XYZ file:
```
11
Properties=species:S:1:pos:R:3:mulliken_charge:R:1
C -0.8360 -0.8476 0.5901 -1.280
C 0.1596 -0.1305 -0.1653 0.481
N 0.4287 1.2809 0.2214 0.988
O 0.4102 1.5699 1.4101 -0.511
O 0.6040 2.0737 -0.6812 -0.583
O 0.0758 -0.2381 -1.6351 -0.484
Br 1.8908 -1.0529 0.1106 -0.113
H -0.4036 -1.1412 1.4738 0.406
H -1.8595 -0.2529 0.6582 0.303
H -1.1479 -1.7246 0.1051 0.416
H 0.6780 0.4633 -2.0877 0.377
```


The least stable of them is one.